Entry P
Here is the molecule C3H8N4S from the OMol25 dataset. Energies are from wB97M-V/def2-TZVPD.

M = 132.2 g mol⁻¹
Total charge = 0
Gap between HOMO and LUMO = 9.37 eV
Lowest unoccupied orbital energy = 0.40 eV
SMILES = [H]/N=C(\C)NS/C=N\N

Geometry (Å):
C -2.5695 -0.6754 0.3497
C -1.6969 0.4546 -0.0831
C 1.4154 -0.5106 0.9267
H -2.7848 -1.4194 -0.4303
H -3.5169 -0.2588 0.7673
H -2.0087 -1.2218 1.1555
H -2.8103 1.7036 0.7428
H 0.0857 1.0224 -0.8463
H 1.2633 -0.9737 1.9010
H 2.4381 0.4646 -1.2167
H 3.1984 1.5786 -0.4170
N -1.9938 1.7040 0.1074
N -0.5225 0.1776 -0.8131
N 2.2417 0.4535 0.8098
N 2.3263 1.0413 -0.4161
S 0.4300 -1.2588 -0.4145


Entry Q
Here is a structure of composition C3H8N4S from the OMol25 dataset. Energies are from wB97M-V/def2-TZVPD.

M = 132.2 g mol⁻¹
Total charge = 0
Gap between HOMO and LUMO = 8.22 eV
Lowest unoccupied orbital energy = 0.44 eV

Geometry (Å):
C 2.3706 -0.0286 -0.4929
C 2.0672 0.5866 0.7945
C -1.3432 0.0969 1.0009
H 2.6405 -1.3040 -0.5348
H 1.3875 0.3199 -1.2637
H 3.4350 0.6990 -0.9103
H 2.8957 0.9986 1.2396
H 0.1199 0.0210 -0.4140
H -3.2611 -0.4851 0.4526
H -2.3299 -1.5196 -1.5956
H -2.5482 0.3455 -1.6759
N 0.9306 0.4032 1.3348
N -0.0858 0.0574 0.5342
N -2.3889 -0.2958 0.1482
N -2.0989 -0.5130 -1.1965
S -1.7910 0.6180 2.5790


Entry R
Here is the molecule C3H8N4S from the OMol25 dataset. Energies are from wB97M-V/def2-TZVPD.

M = 132.2 g mol⁻¹
Total charge = 0
Gap between HOMO and LUMO = 9.98 eV
Lowest unoccupied orbital energy = 0.55 eV
SMILES = [H]/N=C\N(C)/C(=N\[H])NS

Geometry (Å):
C 0.3555 -1.0623 0.8348
C 1.5617 0.2018 -0.8052
C -0.4861 1.0643 -0.0276
H 0.2419 -1.9381 0.1808
H 1.2710 -1.1862 1.4370
H -0.5447 -1.0493 1.4585
H 1.4552 1.0827 -1.4545
H 2.5344 -1.3150 -0.1751
H 0.6215 2.5404 -0.1056
H -2.4727 1.4008 0.1666
H -2.9390 -1.5247 0.1405
N 0.4449 0.0579 -0.0239
N 2.6380 -0.5455 -0.8599
N -0.3772 2.3224 -0.1439
N -1.8340 0.6014 0.1909
S -2.4703 -0.6507 -0.8134


Entry S
Here is the molecule C3H8N4S from the OMol25 dataset. Energies are from wB97M-V/def2-TZVPD.

M = 132.2 g mol⁻¹
Total charge = 0
Gap between HOMO and LUMO = 9.41 eV
Lowest unoccupied orbital energy = 0.50 eV
SMILES = [H]/N=C(\CN)NNC=S

Geometry (Å):
C 1.1549 0.3470 0.8492
C -0.3364 0.6660 0.9175
C -0.8384 -1.3890 -1.5653
H 1.2550 0.1335 -1.1110
H 1.5981 1.6763 -0.6567
H 1.6211 0.9255 1.6513
H 1.3783 -0.6898 1.0754
H -0.1728 2.4346 1.6066
H -2.1783 -0.1619 0.2977
H -0.6645 -2.2404 0.3091
H -0.5961 -2.3680 -1.9699
N 1.8131 0.6947 -0.4523
N -0.8756 1.7969 1.2081
N -1.2209 -0.3629 0.5651
N -0.7729 -1.3781 -0.2332
S -1.1646 -0.0844 -2.4916


Decreasing stability: entry R, entry S, entry P, entry Q


Entry P
Here is a structure of composition C5H10NS from the OMol25 dataset. Energies are from wB97M-V/def2-TZVPD.

M = 116.2 g mol⁻¹
Total charge = +1
Gap between HOMO and LUMO = 8.20 eV
Lowest unoccupied orbital energy = -5.28 eV

Geometry (Å):
C 0.9948 -0.8127 -1.0555
C 0.5067 -2.0609 -1.0653
C 1.0942 -0.5981 0.4167
C 1.7748 0.2475 1.4569
C -1.9827 -0.0250 -0.0098
N -0.7240 0.6056 -0.1055
S 0.2588 -2.0961 0.7513
H 1.4995 -0.0938 -1.7519
H 0.2400 -2.7451 -1.9472
H 2.1130 1.2804 1.1522
H 2.7358 -0.2617 1.8180
H 1.0508 0.1568 2.2731
H -2.7438 0.0396 -0.9056
H -1.8882 -1.1541 -0.0176
H -2.4505 0.1690 0.9377
H -0.7202 1.4253 0.4898
H -0.2688 0.7187 -1.0229


Entry Q
Here is the ion C5H10NS with charge +1 from the OMol25 dataset. Energies are from wB97M-V/def2-TZVPD.

M = 116.2 g mol⁻¹
Total charge = +1
Gap between HOMO and LUMO = 9.21 eV
Lowest unoccupied orbital energy = -3.69 eV
SMILES = C=C1SCC[N@H+]1C

Geometry (Å):
C -0.7480 0.8763 -0.0862
C -0.8605 2.1769 0.1549
C 0.3457 -1.2930 0.4938
C -1.0472 -1.8400 0.1508
C 1.3750 0.4302 -0.8717
N 0.4767 0.1724 0.2454
S -2.0931 -0.2633 -0.3283
H -1.8874 2.6335 0.1225
H -0.0588 2.9273 0.2649
H 0.5226 -1.6600 1.5391
H 1.1505 -1.6725 -0.1253
H -1.1207 -2.6006 -0.6235
H -1.6853 -2.1312 1.0901
H 0.8552 0.1322 -1.7773
H 1.6119 1.5507 -0.7645
H 2.2602 -0.0463 -0.6504
H 0.9031 0.6072 1.1658


Decreasing stability: entry Q, entry P


Entry P
Here is a cluster of 2 separate species, C5H10NS in total from the OMol25 dataset. Energies are from wB97M-V/def2-TZVPD.

M = 116.2 g mol⁻¹
Total charge = +1
Gap between HOMO and LUMO = 9.76 eV
Lowest unoccupied orbital energy = -4.56 eV

Geometry (Å):
C 0.2004 0.3827 0.5472
C 1.0398 1.0222 -0.1227
C 0.6545 -2.9089 0.6298
C -2.2334 0.1139 -0.0965
C 0.7996 2.4562 -0.5228
N 0.9278 -1.7243 0.2397
S -1.1489 0.1266 1.4604
H 1.9234 0.3942 -0.5481
H 1.1608 -3.8201 0.4472
H -0.1086 -2.9897 1.3975
H -3.0036 -0.5536 0.1319
H -1.5129 -0.3274 -0.7804
H -0.2445 2.7252 -0.4997
H 1.0712 2.5664 -1.5817
H 1.3641 3.1285 0.0747
H 1.6170 -1.7828 -0.6076
H -2.5065 1.1911 -0.1690


Entry Q
Here is the ion C5H10NS with charge +1 from the OMol25 dataset. Energies are from wB97M-V/def2-TZVPD.

M = 116.2 g mol⁻¹
Total charge = +1
Gap between HOMO and LUMO = 9.25 eV
Lowest unoccupied orbital energy = -5.04 eV
SMILES = C=CCC[N@@H+]1CS1

Geometry (Å):
C 1.6552 -0.3120 -0.2668
C 0.9513 0.7934 0.5223
C 1.7307 -1.6185 -0.0272
C -0.4315 0.3330 0.8952
C -1.9614 0.7650 -1.0430
N -1.1900 -0.1609 -0.2706
S -3.0211 -0.3909 -0.1964
H -0.3599 -0.7239 -0.7021
H 2.0503 0.1853 -1.1717
H 1.3060 1.1956 1.4431
H 0.9822 1.5890 -0.2185
H 2.3518 -2.3851 -0.3952
H 1.2931 -1.9279 0.9979
H -0.1484 -0.6262 1.4759
H -0.9277 0.9699 1.6393
H -2.1962 1.6981 -0.5419
H -2.0846 0.6161 -2.1403


Decreasing stability: entry P, entry Q


Entry P
Here is a structure of composition C5H10NS from the OMol25 dataset. Energies are from wB97M-V/def2-TZVPD.

M = 116.2 g mol⁻¹
Total charge = +1
Gap between HOMO and LUMO (alpha / beta) = 7.20 / 7.15 eV
Lowest unoccupied orbital energy (alpha / beta) = -6.61 / -6.53 eV

Geometry (Å):
C -0.6985 0.0942 -0.0003
C 1.1694 -0.4577 -0.2966
C 0.4687 0.8799 -0.4792
C 0.9106 2.0063 0.4226
C -0.5244 -2.4697 0.1520
N -0.1643 -1.0866 0.2181
S -3.3988 0.7889 0.2801
H 1.2375 -0.9516 -1.3130
H 2.0393 -0.4070 0.3270
H 0.4527 1.0455 -1.5405
H 0.1589 2.8427 0.6133
H 1.7427 2.6374 -0.0019
H 1.1842 1.7240 1.5236
H -1.5135 -2.5950 0.5271
H 0.1152 -2.9920 0.7764
H -0.4298 -2.9200 -0.8106
H -2.7501 1.8608 -0.3980


Entry Q
Here is the ion C5H10NS with charge +1 from the OMol25 dataset. Energies are from wB97M-V/def2-TZVPD.

M = 116.2 g mol⁻¹
Total charge = +1
Gap between HOMO and LUMO (alpha / beta) = 6.51 / 6.51 eV
Lowest unoccupied orbital energy (alpha / beta) = -6.24 / -6.24 eV

Geometry (Å):
C 0.3635 -1.5699 -0.1784
C 0.1203 -0.6079 1.0449
C 0.8616 -0.8370 -1.3502
C -1.0619 0.2796 0.6695
C -0.4724 2.4167 -0.6941
N -0.8347 1.0500 -0.6393
S -2.0282 2.0020 -1.3877
H 1.3575 -2.1763 0.1279
H -0.5333 -2.1455 -0.5158
H -0.1840 -1.1645 1.8526
H 1.0049 -0.0516 1.3956
H 1.7269 -0.0725 -1.5383
H 0.4210 -0.8526 -2.3052
H -1.8490 -0.3842 0.4361
H -1.2987 1.0059 1.4992
H -0.3852 2.9775 0.2513
H 0.2945 2.6612 -1.5088


Decreasing stability: entry Q, entry P


Entry P
Here is the molecule CH3IO2 from the OMol25 dataset. Energies are from wB97M-V/def2-TZVPD.

M = 173.9 g mol⁻¹
Total charge = 0
Gap between HOMO and LUMO = 9.59 eV
Lowest unoccupied orbital energy = 0.36 eV
SMILES = OC(O)I

Geometry (Å):
C 0.2685 -0.1946 -0.4831
O -0.2028 1.0061 -0.1396
O -0.2237 -1.2872 0.1380
I 2.5674 -0.0925 -0.0537
H 0.2335 -0.4590 -1.5032
H -0.2666 1.6927 -0.8824
H -0.0766 -1.0658 1.0118


Entry Q
Here is a cluster of 2 separate species, CH3IO2 in total from the OMol25 dataset. Energies are from wB97M-V/def2-TZVPD.

M = 173.9 g mol⁻¹
Total charge = 0
Gap between HOMO and LUMO = 10.74 eV
Lowest unoccupied orbital energy = 0.51 eV
SMILES = O=CO.I

Geometry (Å):
C -1.1511 0.4471 -0.1167
O -0.8444 1.5967 -0.1999
O -0.6947 -0.4120 0.7755
I 2.7397 -0.2665 -0.1379
H -1.8646 -0.0570 -0.7898
H 1.8806 -1.3348 -0.9077
H -0.0656 0.0266 1.3764


Decreasing stability: entry Q, entry P


Entry P
Here is the molecule C4H9NO2 from the OMol25 dataset. Energies are from wB97M-V/def2-TZVPD.

M = 103.1 g mol⁻¹
Total charge = 0
Gap between HOMO and LUMO = 9.00 eV
Lowest unoccupied orbital energy = 0.64 eV

Geometry (Å):
C 1.2524 -0.5894 -0.5376
C -0.2115 -0.7483 -0.1180
C -0.4510 -0.7039 1.3894
O -1.8067 -0.4739 1.6978
N -0.7533 0.4494 -0.7345
C 0.3189 1.2151 -1.1599
O 0.9811 2.1406 -0.4360
H 1.5253 -1.1273 -1.4438
H 1.9700 -0.9276 0.2510
H 1.3895 1.5695 0.2262
H -0.7516 -1.6179 -0.5116
H -0.1880 -1.6681 1.8311
H 0.2039 0.0632 1.8400
H -2.0476 0.3469 1.2402
H -1.4713 0.3485 -1.4343
H 0.0397 1.7232 -2.0999


Entry Q
Here is the molecule C4H9NO2 from the OMol25 dataset. Energies are from wB97M-V/def2-TZVPD.

M = 103.1 g mol⁻¹
Total charge = 0
Gap between HOMO and LUMO = 10.45 eV
Lowest unoccupied orbital energy = 0.72 eV
SMILES = NC(=O)CCCO

Geometry (Å):
N -0.3005 0.1874 1.8808
C -1.0899 0.9144 1.0328
O -1.8804 1.7599 1.4081
C -0.8857 0.5480 -0.4316
C 0.5934 0.5625 -0.8653
C 1.2401 -0.8615 -0.8866
O 0.4977 -1.8543 -0.1903
H -0.5218 0.2455 2.8633
H 0.1335 -0.6623 1.5358
H -1.3123 -0.4657 -0.5220
H -1.5315 1.1714 -1.0473
H 0.6920 1.0201 -1.8576
H 1.1721 1.1883 -0.1752
H 1.4204 -1.1841 -1.9223
H 2.2061 -0.8193 -0.3771
H -0.4333 -1.7502 -0.4455


Entry R
Here is the molecule C4H9NO2 from the OMol25 dataset. Energies are from wB97M-V/def2-TZVPD.

M = 103.1 g mol⁻¹
Total charge = 0
Gap between HOMO and LUMO = 7.53 eV
Lowest unoccupied orbital energy = 0.74 eV

Geometry (Å):
C -1.8820 -0.9371 -0.5200
C -0.5835 -0.1367 -0.4978
O -0.8472 1.2463 -0.9126
C 0.0692 -0.2143 0.8405
N 1.4862 -0.3002 0.8237
C 2.2514 0.6470 0.3664
O 1.7564 1.7784 -0.0730
H -1.6721 -2.0037 -0.3819
H -2.4157 -0.8047 -1.4650
H -2.5387 -0.6179 0.3000
H 0.0744 -0.4866 -1.3109
H -1.4185 1.6032 -0.2157
H 0.7629 1.7277 -0.0394
H -0.3415 -0.9428 1.5307
H 1.9671 -1.1084 1.2076
H 3.3317 0.5498 0.3475


Entry S
Here is the molecule C4H9NO2 from the OMol25 dataset. Energies are from wB97M-V/def2-TZVPD.

M = 103.1 g mol⁻¹
Total charge = 0
Gap between HOMO and LUMO (alpha / beta) = 9.02 / 9.02 eV
Lowest unoccupied orbital energy (alpha / beta) = 0.17 / 0.17 eV
SMILES = COC/C(C)=N\O

Geometry (Å):
C 2.0180 0.4509 -0.0934
O 1.1979 -0.4569 0.6056
C 0.0744 0.1243 1.2327
C -1.2341 -0.0932 0.4904
N -1.8930 0.8250 -0.1692
O -0.8436 1.5175 -0.8509
C -1.4535 -1.3957 -0.1740
H 2.8971 -0.1111 -0.4137
H 1.5221 0.8843 -0.9707
H 2.3359 1.2805 0.5523
H 0.2146 1.1948 1.4223
H -0.0256 -0.3841 2.2066
H -0.5358 0.7293 -1.3762
H -0.9932 -2.2819 0.2524
H -0.8388 -1.1115 -1.0861
H -2.4760 -1.5139 -0.5399


Decreasing stability: entry Q, entry R, entry P, entry S


Entry P
Here is a cluster of 2 separate species, C4H9NO2 in total from the OMol25 dataset. Energies are from wB97M-V/def2-TZVPD.

M = 103.1 g mol⁻¹
Total charge = 0
Gap between HOMO and LUMO = 11.10 eV
Lowest unoccupied orbital energy = 1.04 eV
SMILES = COC(C)=O.C=N

Geometry (Å):
C -0.7101 1.3329 1.2680
C -1.7494 -1.4375 -0.6228
N -0.9024 -0.9195 -1.4126
C 0.4001 0.4102 0.8335
O 0.5802 -0.6929 1.3005
O 1.1819 0.9582 -0.1025
C 2.2313 0.1067 -0.5626
H -0.6414 2.3130 0.7950
H -1.6738 0.8781 1.0199
H -0.6635 1.4340 2.3552
H -1.4414 -1.6320 0.4073
H -2.7792 -1.6971 -0.8957
H -1.3065 -0.7778 -2.3404
H 2.7532 0.6682 -1.3382
H 2.9100 -0.1273 0.2618
H 1.8108 -0.8171 -0.9664


Entry Q
Here is the molecule C4H9NO2 from the OMol25 dataset. Energies are from wB97M-V/def2-TZVPD.

M = 103.1 g mol⁻¹
Total charge = 0
Gap between HOMO and LUMO = 9.94 eV
Lowest unoccupied orbital energy = 0.55 eV
SMILES = NC(=O)CCCO

Geometry (Å):
N -0.5469 -1.5754 1.0690
C -1.1836 -0.4088 1.3531
O -2.0960 -0.3364 2.1636
C -0.6988 0.8517 0.6218
C 0.7245 0.9296 0.0364
C 0.9183 0.3749 -1.3727
O 0.8042 -1.0435 -1.3641
H -0.9504 -2.4106 1.4698
H 0.0254 -1.6534 0.2357
H -1.4134 1.0609 -0.1861
H -0.8536 1.6444 1.3632
H 0.9984 1.9911 -0.0235
H 1.4599 0.4634 0.7035
H 0.1814 0.8140 -2.0632
H 1.9161 0.6593 -1.7370
H 0.7144 -1.3612 -2.2696


Entry R
Here is the molecule C4H9NO2 from the OMol25 dataset. Energies are from wB97M-V/def2-TZVPD.

M = 103.1 g mol⁻¹
Total charge = 0
Gap between HOMO and LUMO = 10.29 eV
Lowest unoccupied orbital energy = 0.81 eV
SMILES = CN(C=O)CCO

Geometry (Å):
C -1.3551 0.2443 -0.9984
N -0.4786 -0.6694 -0.5336
C -0.6283 -2.0563 -0.9520
C 0.8207 -0.1955 -0.0293
C 0.6535 0.6938 1.1955
O 1.8505 0.6707 1.9481
O -1.1774 1.4445 -1.0087
H -2.3078 -0.1740 -1.3732
H 0.1555 -2.6593 -0.5047
H -1.5783 -2.4556 -0.6227
H -0.5958 -2.1600 -2.0421
H 1.3006 0.3877 -0.8331
H 1.4128 -1.0888 0.1192
H 0.3250 1.6734 0.8733
H -0.1861 0.2637 1.7652
H 1.7585 1.3253 2.6447


Entry S
Here is the molecule C4H9NO2 from the OMol25 dataset. Energies are from wB97M-V/def2-TZVPD.

M = 103.1 g mol⁻¹
Total charge = 0
Gap between HOMO and LUMO = 10.00 eV
Lowest unoccupied orbital energy = 0.91 eV
SMILES = CNCC(=O)OC

Geometry (Å):
C 0.9339 2.1165 0.9762
N -0.3526 1.5019 1.2738
C -0.3150 0.0602 1.2272
C -0.3987 -0.5168 -0.1802
O -0.7067 0.1167 -1.1628
O -0.1486 -1.8340 -0.1876
C -0.3223 -2.4815 -1.4498
H 1.6428 1.8742 1.7767
H 0.8184 3.2044 0.9606
H 1.3761 1.8008 0.0172
H -1.0347 1.8189 0.5905
H -1.1584 -0.3630 1.7888
H 0.5942 -0.3100 1.7143
H -0.0270 -3.5193 -1.2938
H 0.3034 -2.0119 -2.2123
H -1.3682 -2.4255 -1.7634


Decreasing stability: entry Q, entry S, entry R, entry P


Entry P
Here is the molecule C4H9NO2 from the OMol25 dataset. Energies are from wB97M-V/def2-TZVPD.

M = 103.1 g mol⁻¹
Total charge = 0
Gap between HOMO and LUMO = 10.62 eV
Lowest unoccupied orbital energy = 0.91 eV
SMILES = COCCNC=O

Geometry (Å):
C 0.4090 -1.7733 -1.8305
O 0.7060 -0.7560 -0.9273
C -0.3067 0.2045 -0.8517
C 0.1252 1.1316 0.2342
N 0.2530 0.3594 1.5110
C -0.3804 0.9559 2.5404
O -0.9965 1.9927 2.3775
H -0.5217 -2.2876 -1.5472
H 0.2974 -1.3718 -2.8487
H 1.2467 -2.4696 -1.7932
H -1.2764 -0.2426 -0.5614
H -0.4592 0.7249 -1.8147
H -0.6238 1.9381 0.2822
H 1.0753 1.6289 0.0282
H 0.7748 -0.5101 1.6686
H -0.3227 0.4750 3.5326


Entry Q
Here is a structure of composition C4H9NO2 from the OMol25 dataset. Energies are from wB97M-V/def2-TZVPD.

M = 103.1 g mol⁻¹
Total charge = 0
Gap between HOMO and LUMO = 9.46 eV
Lowest unoccupied orbital energy = 0.87 eV

Geometry (Å):
C 1.5159 -0.1101 -1.2304
N 1.8165 -0.0818 0.2046
C 1.1728 0.4387 1.2410
O -0.0560 0.9695 1.2721
C -1.0465 0.8386 0.2332
C -1.7787 -0.4850 0.3738
O -0.9583 -1.6048 0.1175
H 2.3812 -0.5502 -1.7289
H 0.6420 -0.7481 -1.3945
H 1.3451 0.8915 -1.6430
H 2.4308 0.5579 1.0799
H -1.7433 1.6667 0.3948
H -0.6083 0.9452 -0.7586
H -2.2248 -0.5380 1.3766
H -2.5897 -0.5253 -0.3611
H -0.2988 -1.6648 0.8230


Decreasing stability: entry P, entry Q